(1)
{
  "formula": "C16H32BeMgN2O19",
  "method": "ωB97M-V with the def2-TZVPD basis set",
  "largest_force_ha_per_bohr": 0.0894,
  "orbital_gap_ha": 0.1003,
  "e_homo_ev": -13.916,
  "total_charge": 2,
  "spin_multiplicity": 1,
  "e_above_lowest_kj_mol": 0.0,
  "lumo_ev": -11.185,
  "energy_ev": -64814.334,
  "symbols": ["Mg", "O", "O", "O", "O", "O", "O", "O", "O", "O", "O", "O", "O", "O", "O", "O", "O", "O", "O", "O", "N", "N", "C", "C", "C", "C", "C", "C", "C", "C", "C", "C", "C", "C", "C", "C", "C", "C", "Be", "H", "H", "H", "H", "H", "H", "H", "H", "H", "H", "H", "H", "H", "H", "H", "H", "H", "H", "H", "H", "H", "H", "H", "H", "H", "H", "H", "H", "H", "H", "H", "H"],
  "positions_angstrom": [[0.715423, -0.805615, 2.584303], [-6.460309, 1.315861, -1.583988], [-0.583422, 0.114379, -1.291231], [-4.632558, 0.963156, -0.397276], [0.145773, -0.422025, 0.620685], [0.723843, -6.143117, -0.999217], [3.457380, 1.787806, 0.921397], [-1.433302, 2.284369, 4.065378], [1.810217, 0.956430, 2.116759], [-1.683105, 4.225354, -1.203981], [3.941044, -3.364583, 2.070458], [-2.502233, 1.337861, 2.502333], [3.673820, -2.483962, 0.143652], [2.209715, -1.954426, 1.772127], [-0.064594, -4.239011, -1.585146], [-4.651949, 0.889741, -2.679768], [1.859143, -4.905421, -2.541067], [-0.680165, 0.422665, 3.179906], [-2.011985, -0.602359, 0.126806], [2.638061, 2.994416, 2.574723], [-1.514674, 1.378133, 3.284062], [-0.832665, -0.254505, -0.152584], [1.677716, -7.154629, -0.972650], [-1.848633, 3.270471, -0.192691], [-0.382147, -3.211269, -2.530424], [2.988350, -1.666801, -0.814796], [-0.406182, 3.983724, -1.771633], [4.437971, 2.788993, 0.677050], [3.594284, -3.571569, 3.445441], [1.715324, 3.278383, 3.608355], [0.936361, -5.044239, -1.777705], [-7.204837, 1.540556, -2.753900], [-5.183836, 1.087708, -1.493043], [2.573267, 1.882815, 1.883154], [-3.295476, 0.403457, -2.803684], [-0.490000, 3.267256, 0.506281], [3.188724, -2.557191, 1.347326], [0.503058, 3.466345, -0.661963], [-3.945622, -0.474384, 1.683530], [-6.955436, 0.852540, -3.560808], [2.545961, -3.684938, 3.717859], [1.804904, 4.296761, 3.968001], [1.364214, -8.135384, -1.330377], [3.283460, -0.648288, -0.568651], [-0.374365, 4.089215, 1.208495], [-1.400647, -2.912116, -2.292311], [-0.044920, 4.880948, -2.275453], [-3.262571, -0.021451, -3.802410], [1.681824, 2.536242, 4.409004], [5.164726, 2.418431, -0.038103], [2.696563, -7.001178, -1.338574], [3.946483, 3.719941, 0.397023], [-8.252707, 1.373271, -2.509626], [4.091901, -4.496952, 3.728251], [1.085073, 2.560242, -0.823585], [3.275077, -1.927925, -1.830706], [4.967741, 2.995882, 1.609108], [0.339306, -2.398802, -2.522300], [-2.614965, 1.248986, -2.717438], [1.913282, -1.839622, -0.809413], [-0.296220, 2.265603, 0.892116], [0.693835, 3.133205, 3.248229], [-0.397614, 3.294261, -2.626675], [4.041421, -2.819046, 4.096023], [1.209920, 4.282497, -0.499086], [2.032963, -7.431476, 0.029779], [-7.168810, 2.567105, -3.118731], [-2.594266, 3.637551, 0.517419], [-2.238769, 2.288132, -0.485934], [-3.044469, -0.317152, -2.029743], [-0.474678, -3.591260, -3.548362]],
  "forces_ev_per_angstrom": [[1.153, 1.501, -2.154], [0.031, 0.502, 1.966], [-0.746, 0.114, 0.898], [0.855, -0.706, 1.336], [-0.953, -0.345, 0.773], [-0.199, 1.178, -0.112], [-0.618, -1.013, -0.197], [0.728, -0.676, -0.441], [-0.253, -0.460, 0.577], [-0.086, -0.417, -0.737], [-0.891, 0.318, 0.024], [-2.400, -1.107, -1.217], [-0.294, -0.612, 0.071], [-1.371, 0.558, 0.778], [-1.537, 1.016, 0.553], [0.383, 0.134, 0.609], [-0.404, 0.356, 0.431], [-0.269, 0.161, 1.018], [-1.802, -0.312, 1.141], [0.695, 0.388, -0.460], [0.061, -0.589, 0.699], [1.870, -0.436, -1.627], [2.506, -2.118, 1.068], [-0.303, 0.948, 1.585], [-0.189, -0.378, -0.538], [-0.325, 0.543, -0.369], [0.524, -0.328, -1.566], [0.421, 1.127, 1.029], [0.802, -0.500, 1.071], [-2.159, -0.936, 0.406], [1.498, -2.078, -0.805], [-1.089, -0.032, -1.522], [-0.927, -1.121, -1.531], [0.594, 0.112, 0.380], [0.120, 0.382, 0.022], [0.588, -0.975, -0.811], [1.366, -0.658, -0.016], [0.107, 0.984, 0.451], [2.776, 3.003, -2.101], [0.289, 0.041, 0.122], [-0.174, 0.120, -0.742], [0.550, -0.100, -0.142], [-0.671, 0.471, -0.619], [-0.473, 0.157, -0.302], [-0.317, -0.276, 0.314], [0.213, 0.352, 0.408], [-0.128, 0.380, 0.596], [0.125, -0.030, 0.084], [1.003, 0.142, 0.179], [-0.419, -0.097, -0.233], [-0.573, 0.942, -1.142], [0.139, -0.118, -0.403], [0.162, -0.140, 0.337], [-0.063, -0.062, -0.213], [-0.238, -0.031, -0.580], [0.675, -0.243, 0.311], [0.043, -0.056, -0.050], [-0.062, 0.073, 0.154], [0.008, -0.039, -0.080], [-0.007, 0.228, 0.550], [0.060, 0.225, 0.797], [0.102, 0.484, -0.494], [-0.686, -0.472, 0.223], [-0.045, 0.335, -0.337], [0.152, -0.225, 0.554], [-1.057, 0.607, 0.616], [0.566, 0.020, 0.222], [-0.162, 0.196, -0.219], [0.495, -0.094, -0.551], [-0.245, -0.021, -0.078], [0.477, -0.295, 0.040]]
}


(2)
{
  "formula": "C30H32N4O3",
  "method": "ωB97M-V with the def2-TZVPD basis set",
  "largest_force_ha_per_bohr": 0.0151,
  "orbital_gap_ha": 0.3279,
  "e_homo_ev": -8.314,
  "spin_multiplicity": 1,
  "smiles": "COc1ccc(N(C(=O)Cn2cnc3ccccc32)[C@H](C(=O)NC2CCCCC2)c2ccccc2)cc1",
  "e_above_lowest_kj_mol": 0.0,
  "lumo_ev": 0.608,
  "energy_ev": -43734.044,
  "symbols": ["O", "O", "O", "N", "N", "N", "N", "C", "C", "C", "C", "C", "C", "C", "C", "C", "C", "C", "C", "C", "C", "C", "C", "C", "C", "C", "C", "C", "C", "C", "C", "C", "C", "C", "C", "C", "C", "H", "H", "H", "H", "H", "H", "H", "H", "H", "H", "H", "H", "H", "H", "H", "H", "H", "H", "H", "H", "H", "H", "H", "H", "H", "H", "H", "H", "H", "H", "H", "H"],
  "positions_angstrom": [[2.221819, -3.012527, -0.966329], [1.049474, 4.081021, 1.433238], [-1.030652, -0.863768, 2.097400], [1.538360, 1.299267, -3.290213], [2.816907, 0.229207, -1.803755], [-2.205939, -1.417847, 0.260350], [1.183651, -1.308599, 0.077833], [0.273150, 5.007574, 0.711017], [1.058912, -2.892798, 2.619217], [1.002175, 2.775706, 1.069647], [0.189726, 2.256932, 0.066856], [3.322099, -0.880428, -1.044557], [1.452531, -3.860541, 3.525731], [2.198800, -1.845486, -0.632831], [2.196121, 3.619685, -2.602649], [-3.425492, -0.748034, 0.674856], [3.036658, 1.569483, -1.599100], [2.991731, 4.309709, -1.712868], [0.345889, -4.609283, 1.103674], [1.298899, -5.202635, 3.222893], [0.743166, -5.574830, 2.010963], [0.246837, 0.910420, -0.239694], [0.505636, -3.263600, 1.400769], [-4.826648, -1.426158, -1.327073], [0.072512, -2.206111, 0.411450], [2.219062, 2.230853, -2.546539], [3.840524, 2.270862, -0.715173], [-4.649709, -1.523225, 0.187662], [-3.620948, 0.771179, -1.339897], [-4.883373, 0.031894, -1.772735], [1.904958, 0.575908, 1.459018], [3.801054, 3.647883, -0.787265], [-1.095062, -1.412197, 1.018722], [1.113705, 0.065543, 0.436813], [1.916946, 0.150578, -2.824467], [-3.459586, 0.701643, 0.175643], [1.848795, 1.915580, 1.771731], [-2.751327, 0.327033, -1.829415], [-2.540639, 1.200092, 0.488664], [-0.480780, 2.888156, -0.493313], [2.565749, -0.081488, 2.004603], [-0.797454, 4.809985, 0.825474], [-3.675482, 1.815055, -1.654414], [-3.397051, -0.739311, 1.770569], [-4.993871, 0.084350, -2.857539], [-4.002355, -1.929103, -1.839247], [0.505839, 5.981523, 1.138364], [1.571512, -0.796230, -3.195272], [-5.532277, -1.106333, 0.675767], [3.831622, -0.499874, -0.157253], [1.611193, -5.957266, 3.929865], [0.621843, -6.620437, 1.768963], [1.880641, -3.565179, 4.472519], [2.458607, 2.328906, 2.558943], [-4.562380, -2.568736, 0.490678], [-2.203234, -1.848409, -0.649650], [-4.299710, 1.209650, 0.652788], [4.409237, 4.230265, -0.111910], [-5.745966, -1.939580, -1.615403], [4.472988, 1.768347, 0.001215], [1.574989, 4.126317, -3.324314], [2.999164, 5.389982, -1.730745], [1.155641, -1.846775, 2.862772], [4.034515, -1.463546, -1.640449], [-0.075719, -4.903729, 0.153844], [0.537098, 5.002080, -0.351081], [-0.239106, -2.703213, -0.516892], [-0.371087, 0.521641, -1.035189], [-5.754886, 0.512969, -1.323278]],
  "forces_ev_per_angstrom": [[0.053, -0.185, -0.112], [0.175, -0.199, 0.168], [0.053, 0.066, 0.234], [-0.429, -0.017, -0.465], [0.059, 0.166, -0.244], [-0.420, -0.059, -0.400], [-0.509, 0.041, 0.247], [-0.126, 0.143, -0.127], [0.007, -0.005, -0.026], [0.031, -0.222, 0.048], [-0.062, 0.275, 0.117], [0.261, -0.511, 0.013], [0.067, 0.041, 0.049], [0.391, 0.250, -0.206], [0.003, -0.058, 0.005], [-0.218, 0.222, 0.407], [-0.180, 0.566, -0.351], [-0.077, 0.181, -0.082], [-0.020, 0.139, 0.039], [0.007, -0.092, 0.030], [-0.037, -0.120, 0.029], [0.235, -0.159, 0.162], [-0.058, -0.188, -0.014], [-0.260, 0.167, 0.162], [0.049, -0.239, 0.072], [0.520, -0.240, 0.521], [0.149, -0.074, 0.047], [0.200, -0.096, -0.086], [-0.282, 0.143, 0.184], [0.259, -0.135, -0.197], [-0.178, 0.015, -0.116], [0.115, -0.064, 0.099], [0.083, -0.213, -0.253], [0.051, 0.528, -0.018], [-0.005, 0.000, -0.067], [0.205, -0.147, -0.059], [-0.134, 0.194, 0.016], [0.096, 0.006, -0.082], [-0.030, 0.040, 0.091], [-0.043, 0.115, -0.059], [0.055, -0.093, 0.069], [0.029, -0.007, -0.009], [0.099, 0.003, -0.054], [-0.036, -0.025, -0.197], [-0.087, 0.040, -0.002], [0.025, -0.087, -0.103], [-0.053, -0.039, -0.060], [-0.052, -0.285, -0.020], [-0.043, 0.004, 0.040], [-0.028, -0.008, -0.106], [0.024, -0.058, 0.052], [0.000, -0.085, -0.020], [0.026, 0.024, 0.079], [0.099, 0.059, 0.094], [-0.044, 0.008, 0.088], [0.205, -0.068, 0.098], [-0.041, 0.066, 0.053], [0.060, 0.041, 0.072], [0.072, -0.090, -0.055], [0.057, -0.025, 0.089], [-0.073, 0.063, -0.094], [0.000, 0.090, -0.015], [0.011, 0.100, 0.030], [-0.142, 0.069, 0.206], [-0.010, -0.006, -0.134], [-0.021, -0.012, 0.038], [0.001, 0.049, 0.183], [-0.049, -0.045, -0.090], [-0.085, 0.042, -0.008]]
}


(3)
{
  "formula": "C6H10",
  "method": "ωB97M-V with the def2-TZVPD basis set",
  "largest_force_ha_per_bohr": 0.0254,
  "orbital_gap_ha": 0.3641,
  "e_homo_ev": -8.736,
  "spin_multiplicity": 1,
  "e_above_lowest_kj_mol": 197.8,
  "lumo_ev": 1.171,
  "energy_ev": -6381.810,
  "symbols": ["C", "C", "C", "C", "C", "C", "H", "H", "H", "H", "H", "H", "H", "H", "H", "H"],
  "positions_angstrom": [[2.219439, 0.301572, 0.270981], [0.670555, 0.304791, 0.161120], [-0.953740, -1.700341, -0.210696], [0.001913, 1.398821, -0.194427], [-1.385882, 0.868195, -0.326948], [-0.816850, -0.366576, 0.411782], [-1.689143, 0.645825, -1.362332], [-0.589667, -1.636843, -1.240213], [2.591588, 0.012298, 1.256333], [-0.335227, -2.392173, 0.369201], [2.586799, 1.332291, 0.092236], [0.325046, 2.419011, -0.145848], [2.789819, -0.307645, -0.454281], [-2.171941, 1.468825, 0.142372], [-2.009989, -1.984485, -0.187030], [-1.255563, -0.377185, 1.433426]],
  "forces_ev_per_angstrom": [[-0.397, -0.186, 0.309], [-0.678, 0.664, 0.580], [-0.325, -0.406, -0.153], [0.054, 0.796, -0.161], [0.164, 0.241, 0.047], [1.303, -0.074, 0.037], [0.158, 0.061, 0.284], [-0.129, -0.313, 0.044], [-0.160, -0.090, 0.041], [-0.242, -0.255, -0.290], [-0.488, -0.359, 0.111], [0.346, 0.598, -0.734], [-0.748, -0.054, 0.164], [-0.010, -0.343, 0.156], [0.134, -0.419, -0.157], [1.016, 0.138, -0.279]]
}